Density functional theory data (wB97M-V/def2-TZVPD) for the molecule C7H10O2Si at a distorted geometry.

The geometry in ORCA input format:
```
! RIJCOSX wB97M-V def2-TZVPD def2/J DEFGRID3
* xyz 0 1
C 1.046 -1.795 -0.414
Si 0.839 0.019 0.091
C 1.256 0.154 2.037
C 1.559 1.232 -1.293
C -0.967 0.212 -0.148
C -1.772 1.174 -0.555
C -3.026 0.603 -0.028
O -3.853 1.121 0.658
C -2.464 -0.802 -0.153
O -2.695 -1.925 -0.447
H 0.006 -2.241 -0.022
H 1.050 -2.105 -1.436
H 1.866 -2.178 0.187
H 2.328 0.123 2.387
H 0.869 0.868 2.621
H 0.797 -0.847 2.215
H 1.781 2.292 -1.012
H 2.444 0.740 -1.755
H 0.661 1.154 -1.924
H -1.725 2.199 -1.007
*
```

Calculated values
**HOMO level**: -9.53 eV
**Structure (SMILES)**: C[Si](C)(C)c1cc(=O)c1=O
**Orbital gap**: 9.634 eV

---

Density functional theory data (wB97M-V/def2-TZVPD) for the ion C7H10O3P with charge -1 at a distorted geometry.

The geometry in ORCA input format:
```
! RIJCOSX wB97M-V def2-TZVPD def2/J DEFGRID3
* xyz -1 1
C -2.098 0.587 1.110
C -0.693 0.107 1.340
C -0.206 -1.249 0.911
C 0.277 -0.025 0.135
P -0.305 0.425 -1.533
C 1.267 0.631 -2.546
O -0.913 1.761 -1.453
C -0.991 -0.770 -2.606
O -2.374 -1.563 -2.191
C -1.106 -2.080 -2.249
O -0.630 -3.154 -2.104
H -2.778 0.113 1.833
H -2.476 0.055 0.209
H -2.351 1.719 1.251
H -0.225 0.559 2.155
H 0.701 -1.738 1.501
H -0.852 -2.035 0.656
H 1.306 0.188 0.379
H 1.481 1.687 -2.452
H 2.100 0.074 -2.114
H 1.019 0.460 -3.518
*
```

Calculated values
**HOMO level**: -3.80 eV
**Structure (SMILES)**: C[C@H]1C[C@H]1[P@](C)([O-])=c1oc1=O
**Orbital gap**: 7.500 eV

---

Density functional theory data (wB97M-V/def2-TZVPD) for the molecule C7H10O3S at a distorted geometry.

The geometry in ORCA input format:
```
! RIJCOSX wB97M-V def2-TZVPD def2/J DEFGRID3
* xyz 0 1
C 2.888 -1.082 -0.508
C 1.800 -0.418 -0.172
C 1.696 1.006 0.167
O 2.528 1.670 0.725
C 0.425 1.522 -0.543
C -0.931 1.290 0.145
C -1.390 -0.153 -0.217
C -2.567 -0.659 0.672
S 0.144 -1.186 0.066
O 0.022 -2.255 -0.882
O 0.178 -1.583 1.449
H 3.849 -0.746 -0.401
H 3.016 -2.097 -0.942
H 0.415 2.656 -0.646
H 0.279 1.117 -1.484
H -0.948 1.220 1.159
H -1.505 2.162 -0.115
H -1.509 -0.145 -1.216
H -2.448 -0.552 1.806
H -2.548 -1.754 0.458
H -3.396 -0.011 0.477
*
```

Calculated values
**HOMO level**: -10.15 eV
**Structure (SMILES)**: C=C1C(=O)CC[C@H](C)S1(=O)=O
**Orbital gap**: 9.932 eV

---

Density functional theory data (wB97M-V/def2-TZVPD) for the molecule C7H10S at a distorted geometry.

The geometry in ORCA input format:
```
! RIJCOSX wB97M-V def2-TZVPD def2/J DEFGRID3
* xyz 0 3
C 0.361 -0.144 -0.231
C -1.158 0.805 -0.042
C 2.785 0.025 0.017
C 1.527 0.525 -0.092
C 0.103 -1.616 -0.089
C -1.417 -1.857 0.150
C -1.372 2.300 0.000
S -2.466 -0.302 0.026
H 3.699 0.660 0.243
H 3.170 -1.016 0.198
H 1.684 1.599 -0.381
H 0.247 -2.042 -1.092
H 0.812 -2.061 0.753
H -1.903 -2.555 -0.444
H -1.733 -2.111 1.221
H -2.066 2.620 0.868
H -1.971 2.485 -0.969
H -0.302 2.686 -0.133
*
```

Calculated values
**<S²>**: 2.03
**HOMO level (alpha / beta)**: -5.90 / -9.31 eV
**Orbital gap (alpha / beta)**: 6.829 / 8.612 eV

---

Density functional theory data (wB97M-V/def2-TZVPD) for the molecule C7H11BBrNO at a distorted geometry.

The geometry in ORCA input format:
```
! RIJCOSX wB97M-V def2-TZVPD def2/J DEFGRID3
* xyz 0 1
C 2.479 1.908 -1.320
N 1.567 0.731 -1.085
B 1.161 0.365 0.198
O 1.421 0.984 1.290
C 0.180 -1.050 0.450
C -0.620 -1.344 -0.838
C -1.903 -1.015 -0.981
C -2.626 -0.480 0.163
Br -4.357 0.315 -0.145
C -2.122 -0.489 1.385
C -0.747 -0.981 1.739
H 3.098 2.054 -0.498
H 3.174 1.664 -2.333
H 1.858 2.799 -1.499
H 1.234 0.274 -1.962
H 1.933 1.886 1.302
H 0.840 -1.941 0.491
H -0.310 -1.877 -1.638
H -2.419 -1.478 -1.731
H -2.634 -0.322 2.356
H -0.313 -0.183 2.336
H -0.894 -1.819 2.318
*
```

Calculated values
**HOMO level**: -8.10 eV
**Structure (SMILES)**: CNB(O)[C@@H]1C=CC(Br)=CC1
**Orbital gap**: 8.457 eV

---

Density functional theory data (wB97M-V/def2-TZVPD) for a cluster of 2 separate species, C7H11BO2 in total at a distorted geometry.

The geometry in ORCA input format:
```
! RIJCOSX wB97M-V def2-TZVPD def2/J DEFGRID3
* xyz 0 1
B 2.213 0.171 0.065
C -3.571 -0.978 0.705
C 0.419 3.104 -0.449
C -2.566 -0.596 -0.043
C -1.798 0.556 0.105
C -0.698 0.762 -0.643
C 0.229 1.769 -0.505
C 3.155 -1.973 -0.494
O 2.261 0.305 1.398
O 2.435 -0.820 -0.826
H -4.102 -1.850 0.419
H -3.966 -0.596 1.652
H -0.460 3.700 -0.488
H 1.398 3.599 -0.347
H -2.273 -1.196 -0.880
H -2.119 1.285 0.965
H -0.570 0.229 -1.538
H 2.486 -2.451 0.256
H 4.190 -1.605 -0.154
H 3.355 -2.611 -1.273
H 1.582 0.908 1.801
*
```

Calculated values
**HOMO level**: -6.86 eV
**Orbital gap**: 6.908 eV

---

Density functional theory data (wB97M-V/def2-TZVPD) for the molecule C7H11BO2 at a distorted geometry.

The geometry in ORCA input format:
```
! RIJCOSX wB97M-V def2-TZVPD def2/J DEFGRID3
* xyz 0 1
C -3.611 2.055 1.642
C -2.851 1.803 0.754
C -1.758 1.446 -0.182
C -0.720 0.548 0.582
C -0.522 -0.829 -0.133
B 0.642 -0.631 -1.194
C 1.875 -1.652 -1.135
C 3.030 -1.033 -0.358
O 4.056 -0.719 -0.863
O 2.804 -0.888 1.000
H -4.115 2.080 2.579
H -1.282 2.377 -0.499
H -2.164 0.898 -1.035
H -1.184 0.328 1.548
H 0.210 1.098 0.756
H -1.465 -1.154 -0.588
H -0.183 -1.551 0.620
H 0.618 0.255 -1.989
H 1.552 -2.525 -0.551
H 2.220 -1.967 -2.122
H 2.850 0.061 1.170
*
```

Calculated values
**HOMO level**: -10.03 eV
**Structure (SMILES)**: C#CCCCBCC(=O)O
**Orbital gap**: 10.176 eV

---

Density functional theory data (wB97M-V/def2-TZVPD) for a cluster of 2 separate species, C7H11BrClN5O6 in total.

The geometry in ORCA input format:
```
! RIJCOSX wB97M-V def2-TZVPD def2/J DEFGRID3
* xyz 0 1
C 3.721 0.518 2.613
C 3.415 0.762 1.180
O 4.197 0.652 0.290
N 2.033 1.207 0.888
C 2.048 2.392 -0.018
N 1.343 0.131 0.308
C 1.747 -1.089 -0.068
N 0.745 -1.804 -0.555
C -0.341 -1.020 -0.479
N -1.592 -1.324 -0.825
N -0.004 0.165 0.104
C -0.914 1.222 0.473
C -1.686 1.683 -0.739
O -1.238 1.699 -1.830
Br -3.456 2.274 -0.355
H 2.909 0.787 3.272
H 4.013 -0.520 2.730
H 4.594 1.122 2.847
H 2.980 2.921 0.134
H 1.979 2.098 -1.059
H 1.254 3.070 0.259
H 2.752 -1.464 -0.022
H -2.147 -0.772 -1.455
H -2.035 -2.182 -0.519
H -0.387 2.082 0.863
H -1.595 0.878 1.244
O -5.882 -2.365 -1.135
Cl -4.888 -3.106 -1.866
O -4.778 -2.604 -3.210
O -5.194 -4.507 -1.866
O -3.596 -2.907 -1.206
*
```

Calculated values
**HOMO level**: -8.31 eV
**Orbital gap**: 7.147 eV

---

Density functional theory data (wB97M-V/def2-TZVPD) for the molecule C7H11BrO at a distorted geometry.

The geometry in ORCA input format:
```
! RIJCOSX wB97M-V def2-TZVPD def2/J DEFGRID3
* xyz 0 1
C -1.892 1.436 0.430
C -0.693 0.853 -0.295
C 0.604 0.712 0.527
O 1.000 1.950 1.094
C 0.382 -0.233 1.617
C 0.168 -1.050 2.449
Br -0.123 -2.435 3.730
C 1.740 0.230 -0.372
C 3.122 0.225 0.261
H -2.779 1.420 -0.205
H -1.619 2.451 0.748
H -2.100 0.841 1.310
H -0.992 -0.111 -0.667
H -0.428 1.467 -1.191
H 0.478 2.053 1.906
H 1.491 -0.755 -0.767
H 1.808 0.944 -1.216
H 3.155 -0.457 1.144
H 3.443 1.235 0.571
H 3.819 -0.194 -0.490
*
```

Calculated values
**HOMO level**: -9.88 eV
**Structure (SMILES)**: CCC(O)(C#CBr)CC
**Orbital gap**: 10.372 eV

---

Density functional theory data (wB97M-V/def2-TZVPD) for a structure of composition C7H11BrO2 at a distorted geometry.

The geometry in ORCA input format:
```
! RIJCOSX wB97M-V def2-TZVPD def2/J DEFGRID3
* xyz 0 1
C -1.007 -0.045 -1.160
C 1.930 -0.255 1.165
C 1.474 -1.465 0.337
C 1.247 -0.031 -0.092
C -1.660 -1.409 -0.969
C -0.488 2.245 0.096
C -0.625 0.741 0.045
O -0.754 0.290 -2.279
O -1.219 0.237 1.230
Br 2.012 0.695 -1.646
H 1.471 -0.347 2.096
H 2.860 0.116 1.316
H 2.036 -2.131 -0.355
H 0.548 -2.042 0.698
H -2.721 -1.198 -0.705
H -1.233 -2.159 -0.325
H -1.728 -1.828 -2.062
H 0.007 2.720 -0.828
H -1.398 2.766 0.420
H 0.258 2.402 0.934
H -1.010 0.699 2.084
*
```

Calculated values
**HOMO level**: -8.68 eV
**Orbital gap**: 9.218 eV

---

It is found that the E_tot values, taken in the order of the records, are -712.60140, -839.75076, -896.51704, -670.70829, -3002.19114, -448.52142, -448.56835, -4032.38470, -2922.49589, -2997.69362 a.u..